ORCA calculation (the ωB97M-V functional and the def2-TZVPD basis) on a structure of composition C40H47N8O3PS3Y.

Calculated values
Kohn-Sham gap   5.455 eV
Total charge   -1

Element x y z (Å)
C -5.53759 0.95282 -1.58717
C -0.71772 -2.06078 2.26265
H 2.19702 2.61055 4.07098
C -4.62763 3.00502 3.20009
C 2.90450 1.81041 -1.78795
C -3.65162 1.78602 -0.34284
S -1.30815 0.90742 2.73341
H 0.04956 6.09836 -0.06275
H -6.27993 4.37222 3.37699
H -0.57463 4.58907 -1.69218
C -4.38501 5.34735 3.00493
H 2.14243 -7.25133 -0.71379
H -4.80724 6.34463 3.00233
H 2.08969 -6.51548 -3.70327
H 0.67210 -7.28653 -1.69614
N 4.36648 1.86928 -1.88421
C 4.89176 0.86649 -2.79798
H 2.88126 -0.85216 -3.22276
H 0.70471 -6.35599 -0.19652
C -3.00100 -2.25319 1.49237
C -2.44258 3.91576 2.77783
H -1.38403 3.76640 2.58893
H 5.95875 1.06161 -2.94010
O -6.26607 1.11008 2.33332
C 5.38720 -0.60407 -1.02204
C -1.49509 -4.66584 -3.58450
C -3.27561 2.82645 2.98441
C 0.28922 -3.34836 -1.86304
C 1.07615 5.66355 1.77160
H 1.59888 1.34696 2.98497
C 1.29697 -6.65397 -1.06371
C -2.59231 -1.27568 -2.15177
H 6.05747 1.92755 -0.67670
H 2.16136 -4.21771 -0.02992
C -3.39772 -0.14535 -1.69309
H 3.16389 -3.78359 -1.42029
H -5.17846 -0.78095 -2.76862
H -6.58161 1.01122 -1.86787
C 2.64940 -5.87318 -3.02224
S -3.25981 -2.48723 -3.22267
H -3.31859 -1.21296 1.39798
N 4.74317 -0.50786 -2.32728
H 3.51546 -6.43837 -2.66952
H -0.21519 -1.80026 4.19933
H 4.38963 0.96585 -3.76326
C -1.80347 -3.40872 -3.07678
H -5.60596 2.65774 -0.27684
C 4.99363 1.69407 -0.57419
H 2.54544 2.63575 -1.17350
O -0.34633 -1.83464 1.09503
H -2.58429 -2.60343 0.55095
C -2.93108 1.36801 2.95652
N -1.99003 -2.40118 2.53016
C 3.32027 -0.85965 -2.22005
H -2.29758 -2.26431 3.47879
C 1.61441 4.64081 2.54323
H 0.99618 -1.50383 3.08103
S -5.33778 1.39062 3.39568
H 3.01143 -5.01298 -3.58851
H 3.25065 -1.88541 -1.85027
N -3.93254 0.55965 3.16274
H 4.54539 2.39817 0.12990
C 1.60610 3.31628 2.12974
N -1.36840 -1.51358 -1.76858
H 6.45531 -0.40983 -1.15653
H 1.09902 6.69130 2.11280
C -0.31021 -5.25304 -3.19844
C 1.01227 2.94137 0.88250
C -4.73873 -0.05756 -2.08837
H 3.44058 -0.99060 0.70811
C 2.69939 -4.61562 -0.89202
N 0.17243 -2.04586 3.30059
H 2.48537 1.93009 -2.79181
H 0.32562 3.07346 -1.83913
H 3.49920 -5.25554 -0.51421
C -4.98887 1.87494 -0.70214
H 3.16379 0.70249 1.13149
C 0.44754 4.01244 0.11041
O -5.80275 1.21364 4.74670
C 0.58519 -4.62530 -2.31170
N 4.87702 0.33715 -0.03385
H -2.18050 -5.18541 -4.24167
H 5.26451 -1.62093 -0.63942
H -2.39414 6.04732 2.61935
C 1.80006 -5.41953 -1.82723
H 2.05503 4.87641 3.50860
H -3.86388 -2.86485 1.74622
Y -0.44429 0.22943 -0.07280
C 3.49084 0.03875 0.33697
C -5.21674 4.25245 3.21429
H -0.08265 -6.24514 -3.56692
C -2.79517 0.76626 -0.80888
C -3.01760 5.17926 2.79114
P 2.28377 0.22016 -1.06426
C 0.49565 5.32335 0.55471
N 0.91664 1.66629 0.46297
H 3.21907 2.00881 2.76842
H -3.27107 2.54528 0.33415
H -1.19321 3.10836 -0.96180
C -0.28059 3.68150 -1.16013
C -0.91017 -2.73736 -2.24377
C 2.18758 2.26549 3.03511
H 0.93918 -2.81701 -1.18237

Forces on atoms 1 to 2 (eV/Å):
0.034 -0.093 -0.053
-0.333 0.090 0.092

ORCA calculation (the ωB97M-V functional and the def2-TZVPD basis) on a structure of composition C40H48AsF6N3OPSbV.

Calculated values
Spin multiplicity   3
Kohn-Sham gap (spin up / spin down)   7.184 / 5.788 eV
Total charge   +1

Element x y z (Å)
H 3.72788 -3.41206 -1.00786
H -8.07906 2.54858 1.37153
H -1.43352 0.91986 -4.72940
C -2.10576 3.57463 1.24709
H 3.02938 -6.33539 3.55053
F 1.18408 -2.16817 0.32315
H 3.45322 -3.41935 -4.07835
C 2.35942 -0.45229 7.36314
C 2.42243 -2.46496 -2.40736
C -7.13005 3.70573 -2.16861
H -1.85390 0.69205 -0.48636
F 0.51294 -0.09362 -1.08709
H 5.58167 -0.07790 -5.15646
H -1.09211 -1.22432 -2.54859
F -0.92870 -4.24069 0.91295
H 0.19609 1.60128 -4.74426
H -4.31356 3.39139 -0.08052
As -1.18257 -3.36815 -0.53089
C -7.81466 2.88789 0.37746
F -0.26738 -4.43788 -1.54805
F -1.01624 -1.20796 1.54152
H 2.54607 1.34655 8.51495
C -3.89288 2.10786 -1.62497
H -10.79814 3.84378 -0.16360
H -0.63451 1.26854 -3.21012
H -0.64639 4.18094 2.70019
H -8.93435 4.83986 -2.12971
C 1.93193 -0.16911 5.00916
F -2.72480 -4.08065 -0.87845
C -6.29724 2.82355 -1.48499
V 0.41893 -0.58174 0.68832
H 0.12429 -3.22048 3.89689
H -9.99952 5.35134 0.26348
H -6.85642 4.03634 -3.16306
H 3.49096 -1.70145 -0.67209
C 3.62195 -2.42953 -1.47195
H -1.83903 -1.46417 -4.12032
C 4.86631 -0.43388 -4.41270
C 2.16326 1.75614 6.44393
C 1.47622 -4.87605 3.77981
H 5.82744 1.49718 1.91949
N -5.13507 2.33852 -2.13780
C -0.15482 2.31006 1.79044
C 4.82880 1.15301 1.68499
C 2.98679 1.01017 0.12641
H -6.05543 1.66994 0.31420
H 3.37491 1.00517 -4.96845
C -0.89026 -1.50251 -3.58200
H 2.17717 2.83074 6.57082
C 2.14033 -0.99923 6.10638
C -8.29558 4.15917 -1.58008
C -6.65531 2.40176 -0.21063
C 2.81313 0.01438 2.30843
C 2.37189 0.92290 7.53497
H 5.12979 0.01880 -3.45503
C -2.46225 2.59271 0.32612
C 3.08361 -0.74711 -6.17742
C -1.62153 1.48617 0.20565
C 3.45381 -0.07855 -4.85710
C 2.77551 -5.28399 3.51876
H 2.52549 -1.10802 8.20762
C 0.07579 -0.51567 -4.21646
C -0.46747 0.90678 -4.22417
C -9.92457 4.26592 0.33604
H 1.51534 -2.63801 -1.82245
C 1.93900 1.21299 5.19105
H 4.19044 -2.27268 2.90785
C 2.54381 -3.53938 -3.48617
C 2.12544 -2.57984 3.43244
H 4.54850 -2.21253 -2.00667
C 2.25698 0.29037 1.06840
H 1.78893 1.87545 4.34616
H 2.59381 -4.51582 -2.99989
O -3.05394 1.46838 -2.23598
P 1.59949 -0.84278 3.34876
C 4.27005 1.43720 0.44164
H 2.54879 1.27563 -0.82857
Sb 2.02069 -0.55547 -3.29904
C 1.14943 -3.52999 3.72726
H 3.10538 -1.83574 -6.09801
H 2.14406 -2.07472 5.98469
H 1.68801 -3.56076 -4.16419
N -3.64671 2.70505 -0.39740
H 0.29607 -0.83045 -5.24279
H -9.97754 3.99257 1.38864
H 4.76066 -4.66136 2.99099
C -0.94437 3.42969 1.98339
H -2.73217 4.44851 1.37745
H 4.83644 2.01423 -0.27941
H -0.52798 -2.53238 -3.61302
C -8.65550 3.76777 -0.29140
H 4.99781 -1.51370 -4.32527
N -0.50517 1.36410 0.91959
C 3.74813 -4.34428 3.20408
H 0.77028 2.15553 2.32702
H 0.71063 -5.60543 4.00816
H 2.10185 -0.44418 -6.54261
H -5.22309 2.04290 -3.09659
H 3.81440 -0.46139 -6.93782
H 4.50925 0.25244 3.61136
C 4.09840 0.44983 2.62802
C 3.42599 -2.99654 3.16075

Forces on atoms 1 to 2 (eV/Å):
-0.014 -0.014 0.020
-0.010 0.009 0.004

ORCA calculation (the ωB97M-V functional and the def2-TZVPD basis) on a cluster of 3 separate species, C40H48BN2O13P in total.

Calculated values
Kohn-Sham gap   6.587 eV

Element x y z (Å)
H -2.47963 1.15424 -4.46370
O 6.78182 1.40823 2.37298
C -2.54856 1.05223 -3.29431
C 1.86016 3.37493 0.16428
H -3.45403 3.16071 -2.69392
H 0.63942 -0.41074 -2.50789
H 7.40257 -3.19200 2.80087
H -0.25875 5.85574 -1.88741
H -5.24088 -10.39630 -0.15574
O 1.73760 6.42984 0.23964
C 7.04402 -4.28144 2.47302
H -2.86451 -0.05257 -3.04145
H -5.15844 -0.41058 -2.13446
H -7.82061 -3.57247 1.67389
H -1.21911 6.80802 1.35597
C 0.31788 9.59500 2.69660
C 1.02585 0.15654 -3.47401
H -7.25026 -3.81896 -0.19185
H -0.36358 1.67773 -4.67105
O -6.58391 -6.58702 1.75986
H 3.29398 0.08606 -4.20778
C -4.38178 -6.71283 0.93101
C -4.19427 1.45893 -1.24660
C -6.01680 -0.00414 -0.01343
H -0.42211 10.68218 4.44280
C 4.35959 -2.27386 -2.76822
C 2.43135 3.12374 1.66371
H 7.72001 -4.54174 1.52448
H 0.68110 2.51298 -3.32645
C -1.18428 1.50208 -2.49227
H -6.24804 -2.04930 -1.19374
C 2.11435 4.24814 2.85068
H -1.34335 2.56788 -1.99666
H 5.57000 -1.54616 2.88860
C 2.37151 -4.14086 -3.89443
H 2.52066 6.42056 -0.40657
H 1.70951 -5.08403 -3.69021
C 3.46892 1.00082 0.87530
C -3.76714 2.03303 -2.75270
O 1.76118 -3.38701 -2.56639
H 0.75832 8.28198 1.00440
O -2.92867 7.16963 3.27534
C 3.29532 -3.67932 -2.49870
H 1.95035 -3.24497 -4.56042
C 3.20727 0.18790 -1.82435
H 2.34682 5.99234 4.73420
H -6.98875 -9.02981 0.97743
H 5.02050 1.12622 4.91565
O -6.25861 -2.30781 0.94664
N 2.03156 2.46951 -1.02035
H -7.81600 -1.39038 -0.36754
H -2.39955 9.20823 4.79438
O 7.04242 -2.66768 -0.31099
P 0.82206 4.99383 -0.12794
H -6.10121 -4.42446 1.28684
H 4.07256 -0.54312 3.44949
C -6.91501 -3.63852 0.91957
H -5.05875 -0.05497 0.68033
H -4.20034 -5.69413 1.25129
C 6.01008 0.67417 3.18327
C 2.27867 5.36855 3.71933
O 5.11787 -4.10443 0.69432
C -1.00898 7.65474 1.99798
O 1.28745 10.32057 2.52344
C -3.44414 -7.44592 0.32295
C -1.69302 9.04461 3.98948
C -5.53963 0.51699 -1.51083
H -6.36893 1.13494 -2.07176
O 0.26993 4.99170 -1.81514
N 3.22981 1.91232 2.04711
C 0.07593 1.51864 -3.58531
H 0.74992 -0.51925 -4.40754
C -5.05944 -9.37761 0.16454
H -3.36268 0.70996 -0.85192
H 2.70337 1.70859 -3.45613
C -6.65188 -1.51660 -0.23226
H -2.45247 -7.06062 0.11812
C 4.09508 -1.20209 -1.55718
C -3.71429 -8.83239 -0.10590
H 5.44666 -2.70053 -2.83297
H 7.34294 -5.10488 3.28374
C 2.87395 1.29120 -0.61205
C -0.63224 9.83547 3.80080
H 3.72237 -4.59563 -1.75582
H 4.79255 -3.58188 2.84385
O -0.49527 4.86633 0.78530
C -5.72693 -7.25804 1.20145
H -1.02434 0.73670 -1.61961
C -1.95910 7.89521 3.10218
H -6.80082 0.75377 0.45654
C 4.39757 -0.35535 1.18334
C 5.00025 -0.54179 2.70449
C -5.99708 -8.64452 0.77260
H 7.13438 -3.45017 -0.95934
H -4.39360 2.32751 -0.47742
H 5.05632 -5.39288 2.39443
O 5.99463 0.98396 4.65137
C 0.05180 8.44560 1.80930
B 5.62271 -2.82288 0.16720
H -4.66784 1.87325 -3.50050
C 5.42421 -4.29053 2.12018
C 4.69346 -1.43769 -0.01316
H 3.96534 -1.94951 -3.82070
O -2.85731 -9.50342 -0.66430
C 2.62102 0.52178 -3.35519

Forces on atoms 1 to 2 (eV/Å):
0.162 -0.174 2.316
-5.036 -5.274 5.496